No. 1
Here is a structure of composition C12H24ClNiO6S3 from the OMol25 dataset. Energies are from wB97M-V/def2-TZVPD.

Atoms and positions in Å:
Ni (-1.05, 1.77, -0.14)
Cl (-0.05, -0.20, 1.25)
C (-1.93, -1.35, 4.41)
C (-0.99, -0.77, 5.48)
C (-0.93, 0.68, 4.97)
S (-2.66, 1.19, 4.50)
O (-2.67, 2.24, 3.48)
O (-3.52, 1.29, 5.70)
C (-3.02, -0.39, 3.76)
H (-2.47, -2.21, 4.82)
H (-1.46, -1.82, 3.54)
H (-0.03, -1.29, 5.57)
H (-1.44, -1.00, 6.44)
H (-0.40, 0.85, 4.03)
H (-0.46, 1.28, 5.75)
H (-2.90, -0.31, 2.68)
H (-4.08, -0.65, 3.85)
C (-0.62, -2.78, -3.10)
C (-1.05, -2.19, -4.48)
C (-1.21, -0.69, -4.20)
S (-2.08, -0.60, -2.54)
O (-3.51, -0.85, -2.76)
O (-1.62, 0.50, -1.70)
C (-1.37, -2.17, -1.92)
H (0.46, -2.64, -3.01)
H (-0.70, -3.86, -3.21)
H (-2.03, -2.52, -4.83)
H (-0.26, -2.31, -5.22)
H (-1.48, 0.05, -4.95)
H (-0.24, -0.33, -3.86)
H (-2.20, -2.65, -1.40)
H (-0.66, -1.79, -1.19)
C (4.35, 2.28, -1.82)
C (3.92, 1.81, -0.37)
C (3.01, 0.64, -0.56)
S (1.95, 1.25, -1.86)
O (0.75, 1.81, -1.23)
O (1.90, 0.05, -2.70)
C (3.04, 2.52, -2.53)
H (4.71, 1.63, -2.61)
H (4.81, 3.26, -1.92)
H (3.43, 2.57, 0.22)
H (4.83, 1.46, 0.13)
H (2.54, 0.12, 0.27)
H (3.75, 0.04, -1.08)
H (2.64, 3.43, -2.07)
H (2.98, 2.69, -3.61)

Results
- Total charge: +1
- 2S+1: 3

=====

No. 2
Here is a structure of composition C12H24CuF3N3OV from the OMol25 dataset. Energies are from wB97M-V/def2-TZVPD.

Atoms and positions in Å:
N (2.00, -0.47, 0.12)
C (2.85, -1.10, 0.82)
O (4.04, -1.34, 0.84)
Cu (3.02, -0.25, -1.42)
V (0.18, -0.05, 0.29)
N (-0.87, -1.48, -0.28)
N (-0.15, 1.66, -0.47)
C (-0.31, -2.90, -0.37)
C (0.34, 2.95, 0.06)
C (0.82, -2.85, -1.38)
C (-1.35, -3.92, -0.85)
C (0.24, -3.33, 0.99)
C (0.42, 3.99, -1.05)
C (-0.54, 3.49, 1.19)
C (1.74, 2.75, 0.63)
H (0.45, -2.44, -2.33)
H (1.25, -3.85, -1.52)
H (1.66, -2.20, -1.08)
H (-2.21, -3.95, -0.18)
H (-0.98, -4.94, -0.90)
H (-1.72, -3.68, -1.85)
H (1.07, -2.71, 1.37)
H (0.60, -4.37, 0.85)
H (-0.57, -3.32, 1.74)
H (0.99, 3.58, -1.90)
H (0.90, 4.94, -0.70)
H (-0.58, 4.26, -1.39)
H (-1.55, 3.64, 0.78)
H (-0.17, 4.48, 1.52)
H (-0.55, 2.82, 2.07)
H (1.77, 2.16, 1.55)
H (2.20, 3.73, 0.86)
H (2.35, 2.23, -0.11)
C (-1.18, 1.64, -1.49)
H (-1.15, 0.65, -1.98)
H (-2.21, 1.89, -1.12)
H (-1.00, 2.41, -2.26)
C (-2.30, -1.23, -0.47)
H (-2.95, -2.01, 0.00)
H (-2.55, -0.28, 0.03)
H (-2.61, -1.12, -1.53)
F (0.52, 0.99, 3.09)
C (-0.22, 0.08, 2.33)
F (-0.15, -1.06, 3.09)
F (-1.56, 0.51, 2.43)

Results
- Total charge: +2
- 2S+1: 1

=====

No. 3
Here is a structure of composition C12H24FMgNO15 from the OMol25 dataset. Energies are from wB97M-V/def2-TZVPD.

Atoms and positions in Å:
Mg (0.24, -0.08, -0.72)
N (1.78, 2.20, 4.07)
O (2.12, 1.50, 5.08)
O (1.96, 3.42, 4.03)
O (1.23, 1.57, 3.13)
F (-0.29, -1.69, -3.34)
C (-3.98, 2.93, 1.63)
O (-4.82, 2.87, 0.58)
C (-4.36, 2.36, -0.56)
O (-3.16, 2.16, -0.81)
O (-5.44, 2.03, -1.34)
C (-5.29, 1.56, -2.72)
H (-4.52, 3.60, 2.30)
H (-3.01, 3.39, 1.39)
H (-3.83, 1.93, 2.04)
H (-5.02, 2.22, -3.55)
H (-6.26, 1.24, -3.09)
H (-4.70, 0.65, -2.86)
C (4.28, 5.29, -1.48)
O (3.49, 5.14, -2.58)
C (2.91, 4.03, -2.99)
O (2.56, 3.09, -2.30)
O (2.77, 4.17, -4.31)
C (1.83, 3.38, -5.00)
H (4.84, 6.22, -1.54)
H (4.98, 4.46, -1.43)
H (3.63, 5.37, -0.60)
H (2.13, 3.39, -6.05)
H (0.85, 3.86, -5.01)
H (1.90, 2.35, -4.67)
C (2.84, -5.69, 0.27)
O (4.13, -5.00, 0.46)
C (4.19, -3.62, 0.50)
O (3.24, -2.82, 0.32)
O (5.43, -3.28, 0.82)
C (5.83, -1.88, 1.00)
H (2.88, -6.76, 0.49)
H (2.66, -5.45, -0.78)
H (2.02, -5.20, 0.79)
H (6.86, -2.00, 0.68)
H (5.75, -1.61, 2.06)
H (5.23, -1.23, 0.36)
C (-4.41, -3.99, 0.05)
O (-4.14, -3.98, 1.48)
C (-3.26, -3.11, 2.03)
O (-2.51, -2.35, 1.44)
O (-3.32, -3.32, 3.34)
C (-2.39, -2.96, 4.29)
H (-3.48, -4.12, -0.50)
H (-4.90, -3.08, -0.29)
H (-5.11, -4.83, 0.08)
H (-2.11, -1.95, 4.00)
H (-1.48, -3.53, 4.51)
H (-2.77, -2.86, 5.31)

Results
- 2S+1: 1

=====

No. 4
Here is a structure of composition C12H24IrO6 from the OMol25 dataset. Energies are from wB97M-V/def2-TZVPD.

Atoms and positions in Å:
Ir (-0.04, 0.00, -0.01)
C (-2.37, 0.28, 2.28)
C (-1.15, 0.72, 3.06)
O (-0.21, 1.25, 2.13)
C (0.19, 2.60, 2.27)
C (0.80, 3.10, 0.99)
O (0.34, 2.32, -0.12)
C (0.63, 2.89, -1.43)
C (0.13, 1.92, -2.44)
O (0.58, 0.58, -2.05)
C (1.56, -0.10, -2.88)
C (2.51, -0.90, -1.98)
O (1.73, -1.49, -0.95)
C (1.73, -2.86, -0.79)
C (0.44, -3.34, -0.16)
O (-0.54, -2.31, -0.09)
C (-1.81, -2.74, 0.48)
C (-2.70, -1.54, 0.56)
O (-1.90, -0.45, 1.13)
H (-2.96, 1.15, 1.96)
H (-2.99, -0.34, 2.92)
H (-0.68, -0.16, 3.51)
H (-1.41, 1.44, 3.84)
H (0.90, 2.69, 3.10)
H (-0.68, 3.20, 2.57)
H (1.89, 3.09, 1.03)
H (0.51, 4.15, 0.87)
H (1.70, 3.08, -1.51)
H (0.11, 3.84, -1.56)
H (0.47, 2.18, -3.44)
H (-0.96, 1.89, -2.45)
H (2.15, 0.60, -3.46)
H (1.04, -0.78, -3.56)
H (3.23, -0.22, -1.50)
H (3.07, -1.64, -2.56)
H (2.60, -3.15, -0.13)
H (1.95, -3.36, -1.75)
H (0.60, -3.78, 0.84)
H (0.08, -4.17, -0.78)
H (-1.64, -3.18, 1.46)
H (-2.27, -3.49, -0.15)
H (-3.57, -1.75, 1.18)
H (-3.05, -1.23, -0.42)

Results
- Total charge: +4
- 2S+1: 2

=====

No. 5
Here is a structure of composition C12H24LiNO13 from the OMol25 dataset. Energies are from wB97M-V/def2-TZVPD.

Atoms and positions in Å:
Li (-1.02, 3.93, 1.87)
C (-0.86, -0.69, -0.97)
C (-0.87, -2.18, -1.44)
N (0.07, -3.12, -0.60)
C (-0.39, -3.17, 0.90)
C (-0.07, -4.59, -1.29)
C (-1.51, -5.22, -1.26)
C (1.60, -2.77, -0.59)
C (2.26, -2.34, -1.90)
O (2.33, -3.29, -2.91)
C (2.17, -2.72, -4.25)
H (-0.51, -0.61, 0.06)
H (-1.81, -0.16, -0.98)
H (-0.02, -0.14, -1.39)
H (-0.79, -2.26, -2.53)
H (-1.88, -2.56, -1.25)
H (0.15, -4.00, 1.35)
H (-1.44, -3.46, 0.95)
H (-0.18, -2.16, 1.25)
H (0.54, -5.24, -0.67)
H (0.36, -4.73, -2.28)
H (-2.24, -4.73, -1.91)
H (-1.98, -5.20, -0.28)
H (-1.52, -6.26, -1.59)
H (2.12, -3.62, -0.16)
H (1.65, -1.95, 0.12)
H (3.31, -2.12, -1.74)
H (1.72, -1.41, -2.05)
H (2.76, -3.29, -4.97)
H (2.68, -1.75, -4.25)
H (1.11, -2.70, -4.50)
O (1.21, 8.27, 2.32)
C (0.92, 7.54, 3.40)
O (1.71, 7.57, 4.35)
O (-0.15, 6.84, 3.40)
H (1.92, 8.72, 2.79)
O (-0.09, 7.44, -1.44)
C (-0.83, 6.48, -1.90)
O (-1.24, 5.67, -1.07)
O (-0.92, 6.33, -3.14)
H (-0.15, 7.37, -0.48)
O (-5.41, 1.42, 3.71)
C (-4.16, 1.22, 3.44)
O (-3.35, 2.13, 3.33)
O (-3.94, 0.08, 2.94)
H (-5.65, 0.50, 3.64)
O (2.77, 0.73, 3.47)
C (2.60, 1.51, 2.47)
O (1.59, 2.25, 2.52)
O (3.33, 1.46, 1.43)
H (2.10, 1.00, 4.10)

Results
- Total charge: -2
- 2S+1: 1

=====

| no. | strongest force on any atom (eV/A) | DFT total energy (a.u.) |
| --- | --- | --- |
| 1 | 4.68 | -4085.7451 |
| 2 | 7.23 | -3594.4713 |
| 3 | 4.15 | -1954.5584 |
| 4 | 3.16 | -1025.3053 |
| 5 | 6.98 | -1512.0067 |